(1)
{
  "formula": "C5H8FNS",
  "method": "the ωB97M-V functional and the def2-TZVPD basis",
  "total_energy_ha": -748.08669,
  "lumo_ev": 0.84,
  "relative_energy_kcal_mol": 12.1,
  "homo_energy_ev": -9.35,
  "homo_lumo_gap_ev": 10.19,
  "charge": 0,
  "species": ["H", "H", "H", "H", "H", "C", "H", "H", "N", "C", "F", "H", "C", "S", "C", "C"],
  "positions_angstrom": [[0.309, -1.015, 1.855], [-0.716, 1.856, -0.135], [2.273, 0.413, -1.060], [-2.808, -0.728, -1.329], [-0.650, -1.795, -0.175], [0.909, 0.732, 0.669], [1.521, 1.327, 1.341], [-0.844, 0.280, 1.919], [0.210, 1.460, -0.421], [-0.764, -0.708, -0.058], [1.854, -1.408, -0.194], [-0.177, 0.108, -2.097], [0.081, 0.120, -1.029], [-2.558, -0.299, -0.087], [-0.132, -0.228, 1.278], [1.494, -0.113, -0.476]],
  "forces_ev_per_angstrom": [[0.28, -0.54, 0.17], [0.97, -0.44, -0.28], [-0.34, -0.48, 0.40], [0.01, -0.05, -0.08], [-0.01, 0.41, -0.14], [0.18, 0.15, 0.43], [0.06, -0.09, 0.03], [-0.11, 0.25, 0.06], [-1.09, 0.37, 0.49], [-0.63, -0.50, 0.26], [0.18, 0.01, -0.06], [0.14, -0.25, 0.34], [-0.21, 0.01, -0.83], [0.45, 0.00, 0.10], [-0.11, 0.57, -0.51], [0.23, 0.57, -0.37]]
}

(2)
{
  "formula": "C4H15NO2S",
  "method": "the ωB97M-V functional and the def2-TZVPD basis",
  "total_energy_ha": -764.40988,
  "lumo_ev": -5.31,
  "relative_energy_kcal_mol": 258.8,
  "homo_energy_ev": -8.68,
  "homo_lumo_gap_ev": 3.36,
  "charge": 0,
  "species": ["H", "H", "H", "O", "H", "H", "H", "H", "H", "C", "C", "C", "H", "N", "H", "H", "H", "H", "O", "H", "C", "S", "H"],
  "positions_angstrom": [[-0.949, -1.988, -2.540], [-0.348, 3.214, -0.311], [1.151, -1.205, -0.023], [0.248, 2.589, -0.599], [0.386, 1.853, -2.490], [0.949, 0.382, -2.837], [2.189, 1.831, -3.067], [-1.389, 0.059, -1.089], [-1.707, -0.982, 1.338], [0.433, -0.374, -0.214], [-1.665, -1.529, 0.393], [1.143, 1.399, -3.197], [0.133, -0.414, 2.346], [-0.260, -1.570, -1.817], [0.808, 1.318, -4.203], [-2.617, -1.801, -0.013], [0.396, 1.852, 0.511], [-1.136, -2.447, 0.743], [-0.375, -1.808, 2.964], [0.891, 0.386, -0.876], [-0.860, -0.838, -0.706], [0.598, 0.791, 1.559], [0.202, -1.921, 3.714]],
  "forces_ev_per_angstrom": [[0.67, 1.03, 1.33], [-2.12, 2.32, 1.06], [-0.73, 0.77, 0.04], [2.32, -3.75, 1.32], [0.99, 0.56, -1.17], [1.14, -0.61, 0.05], [-1.54, -0.93, -0.08], [-0.68, -0.33, -0.36], [-0.14, 0.63, -0.63], [3.97, 2.63, 3.41], [-0.10, -2.15, 0.58], [-0.48, 0.22, 1.74], [-0.82, -1.23, 0.88], [-3.14, -0.76, -0.37], [-0.12, 0.62, -0.95], [-0.73, -0.10, 0.10], [-1.11, 2.94, -3.14], [-0.21, 0.54, -0.59], [0.32, 1.94, -1.60], [-0.29, -0.70, 0.50], [2.27, -0.01, -1.49], [0.16, -3.48, -1.20], [0.36, -0.14, 0.58]]
}

(3)
{
  "formula": "C3H4N2O3",
  "method": "the ωB97M-V functional and the def2-TZVPD basis",
  "smiles": "NC(=O)NC(=O)C=O",
  "total_energy_ha": -451.90624,
  "lumo_ev": -0.56,
  "relative_energy_kcal_mol": 46.1,
  "homo_energy_ev": -10.49,
  "homo_lumo_gap_ev": 9.93,
  "charge": 0,
  "species": ["C", "H", "N", "C", "H", "H", "C", "N", "O", "O", "H", "O"],
  "positions_angstrom": [[-1.662, -0.568, 0.170], [3.321, -0.820, 0.059], [0.407, 0.794, -0.495], [1.399, -0.145, 0.075], [3.125, 0.405, -1.219], [-2.072, -0.232, 1.159], [-0.903, 0.642, -0.030], [2.692, -0.102, -0.393], [-2.083, -1.525, -0.646], [1.138, -0.785, 1.045], [0.854, 1.726, -0.787], [-1.546, 1.623, 0.314]],
  "forces_ev_per_angstrom": [[-3.66, -5.69, -2.72], [-1.22, 1.40, -0.73], [2.58, -0.75, -0.36], [0.19, 2.10, -0.94], [-1.50, -0.99, 1.55], [-0.65, -1.95, -0.27], [2.23, 3.94, -0.99], [1.65, -0.28, -1.01], [2.88, 5.62, 4.64], [-0.95, -1.17, 0.64], [-1.74, -1.77, 0.83], [0.18, -0.48, -0.64]]
}